1.
C18H45F4LiN2O20P3S4 as an isolated structure at a distorted geometry. Source: the OMol25 dataset; level of theory: ωB97M-V/def2-TZVPD.

Structure (XYZ):
```
97
Properties=species:S:1:pos:R:3:mulliken_charge:R:1
Li 0.79475 -1.65102 -0.32711 1.589
N 5.09593 -3.71591 -1.04686 -0.352
S 6.03288 -3.06565 -0.04860 1.076
O 6.90894 -4.03021 0.67377 -0.676
O 5.60057 -1.80310 0.57227 -0.523
F 6.89972 -2.62197 -1.30473 -0.281
S 3.72344 -3.65132 0.02717 0.837
O 2.72894 -2.54943 -0.04510 -0.574
O 3.97322 -4.41369 1.24571 -0.559
F 2.94374 -4.57671 -1.05073 -0.320
N 4.52044 -1.00416 -3.40032 -0.436
S 2.84109 -0.66665 -3.43130 1.099
O 2.37008 0.51824 -4.12514 -0.624
O 1.95078 -1.15333 -2.39729 -0.259
F 2.46188 -1.75652 -4.60132 -0.387
S 4.74656 0.28955 -2.61395 1.054
O 4.21521 0.41603 -1.24971 -0.378
O 4.91829 1.49442 -3.40952 -0.668
F 6.31246 0.03754 -2.13725 -0.379
C 1.87646 1.55958 4.49962 -1.126
C 1.51971 0.36403 3.55924 0.471
O 0.27586 -0.09462 3.81780 -0.115
P -0.84516 -0.60574 2.71274 -1.273
O -0.21496 -1.12597 1.48757 1.031
O -1.77818 -1.75835 3.44447 -0.185
C -1.32618 -3.07955 3.52063 0.113
C -2.24779 -3.89420 4.39758 -1.415
O -1.88499 0.62685 2.57276 0.299
C -2.85042 1.07430 3.49453 -0.379
C -2.07893 2.08758 4.35611 -1.128
H 1.21054 2.37873 4.22822 0.074
H 1.96450 1.43142 5.57848 0.344
H 2.91556 1.70821 4.20587 0.400
H 1.72194 0.62092 2.51942 -0.399
H 2.34738 -0.34466 3.53083 0.378
H -1.12524 -3.60423 2.58658 0.185
H -0.41309 -2.91935 4.09395 0.294
H -3.07734 -4.35758 3.86353 0.320
H -1.81533 -4.68521 5.01026 0.395
H -2.68675 -3.26610 5.17276 0.324
H -3.60125 1.54981 2.86345 0.276
H -3.10219 0.17893 4.06287 0.383
H -1.47617 2.78886 3.77909 0.140
H -2.79390 2.67102 4.93621 0.476
H -1.44683 1.69865 5.15440 0.314
C -2.75346 3.23514 -0.90054 -1.425
C -1.54064 2.34215 -0.43196 1.158
O -0.23996 2.83319 -0.76829 -0.297
P 1.21066 2.22863 -0.27542 -0.369
O 1.30352 0.70768 -0.26862 0.284
O 2.33617 2.93253 -1.27717 -0.225
C 2.00278 3.43358 -2.54469 0.438
C 1.94777 4.91816 -2.42390 -1.541
O 1.50547 3.04510 1.13468 -0.003
C 1.71800 4.42779 1.04562 0.109
C 2.38548 4.96038 2.31527 -1.389
H -3.46356 3.44838 -0.10155 0.355
H -2.38809 4.19802 -1.25757 0.346
H -3.27835 2.70007 -1.69193 0.233
H -1.54104 2.31136 0.65760 -0.259
H -1.60508 1.27852 -0.66140 -0.209
H 2.88398 3.28690 -3.16924 0.283
H 1.10521 2.92203 -2.89223 0.010
H 1.11928 5.24691 -1.79649 0.299
H 2.85444 5.36669 -2.01785 0.345
H 1.81357 5.33600 -3.42164 0.446
H 2.36193 4.67697 0.20218 0.126
H 0.81516 5.01365 0.87315 0.160
H 3.42083 4.64675 2.44869 0.336
H 2.41294 6.03899 2.47001 0.404
H 1.90082 4.64744 3.24008 0.281
C -4.66592 -1.57392 0.15455 -1.396
C -3.15957 -1.13348 0.25841 0.536
O -2.83469 -0.96483 -1.08176 -0.116
P -1.92390 -2.07524 -1.98131 0.801
O -0.68963 -2.41554 -1.25959 -1.060
O -1.63523 -1.31990 -3.36814 -0.177
C -2.64823 -0.67390 -4.17167 -0.494
C -2.45192 0.85273 -4.02212 -0.666
O -2.89327 -3.31977 -2.22751 -0.209
C -2.62635 -4.18096 -3.32307 -0.396
C -2.88863 -5.55375 -2.90222 -1.213
H -5.42865 -0.79930 0.07507 0.306
H -4.78631 -2.24909 -0.69265 0.271
H -4.94335 -2.16485 1.02744 0.406
H -3.04619 -0.18360 0.78088 -0.207
H -2.52705 -1.83311 0.80480 0.164
H -2.57339 -1.11785 -5.16435 0.458
H -3.64417 -0.98402 -3.85536 0.311
H -2.80514 1.34536 -4.92802 0.451
H -3.13508 1.23336 -3.26283 0.022
H -1.42998 1.16524 -3.80745 0.093
H -3.32614 -3.89660 -4.10891 0.337
H -1.67801 -4.03121 -3.83914 0.480
H -3.94559 -5.69104 -2.67401 0.309
H -2.39388 -6.08236 -3.71703 0.382
H -2.31368 -5.63484 -1.97975 0.273
```

Its total energy is -5351.22134 hartree. The HOMO energy is -5.95 eV. For the LUMO energy, the calculation gives 0.060 hartree. As for the charge: -1.



2.
A 2-piece molecular cluster, C4H11NOS overall at a distorted geometry. Source: the OMol25 dataset; level of theory: ωB97M-V/def2-TZVPD.

Structure (XYZ):
```
18
Properties=species:S:1:pos:R:3:mulliken_charge:R:1
C -1.53653 0.16509 1.77155 -0.893
C -1.84858 0.09666 0.28609 0.656
O -1.51519 -0.77921 -0.47826 -0.582
N -2.49520 1.22443 -0.18556 -0.461
H -0.50477 -0.15122 1.88372 0.216
H -2.07100 -0.63975 2.26145 0.284
H -2.76958 1.16985 -1.15466 0.243
H -3.13044 1.70923 0.42857 0.215
H -1.67506 1.17641 2.13175 0.343
C 1.94961 -1.82280 -0.70757 -0.479
C 2.00770 0.94974 -0.78200 -0.757
S 3.10576 -0.47048 -1.04314 -0.117
H 1.61995 -2.22584 -1.65858 0.257
H 2.39766 -2.64100 -0.15505 0.327
H 1.09305 -1.40788 -0.19188 -0.057
H 1.07121 0.67171 -1.24970 0.204
H 2.37236 1.75047 -1.41253 0.344
H 1.92904 1.22458 0.25580 0.255
```

Its total energy is -687.19156 hartree. The HOMO energy is -8.16 eV. As for the SMILES: CC(N)=O.CSC. For the LUMO energy, the calculation gives 0.027 hartree.



3.
C3H5O3 as an isolated structure at a distorted geometry. Source: the OMol25 dataset; level of theory: ωB97M-V/def2-TZVPD.

Structure (XYZ):
```
11
Properties=species:S:1:pos:R:3:mulliken_charge:R:1
C -1.91488 1.49292 -1.25103 -0.925
C -0.89003 0.81668 -0.65572 0.122
O -0.44704 0.77938 0.57345 -0.707
H -2.32546 1.27604 -2.23279 0.248
H -2.29993 2.19231 -0.50846 0.213
H -0.11854 0.24616 -1.23270 0.232
H 0.48420 -0.08256 0.62484 0.453
O 1.50956 -0.58299 0.63379 -0.497
C 1.83694 -1.74358 1.14537 0.110
O 2.07210 -2.84381 0.69898 -0.523
H 2.09307 -1.55054 2.20427 0.275
```

Its total energy is -343.04555 hartree. The HOMO energy is -3.80 eV. For the LUMO energy, the calculation gives 0.155 hartree. As for the charge: -1.



4.
A 7-piece molecular cluster, C46H46O3 overall at a distorted geometry. Source: the OMol25 dataset; level of theory: ωB97M-V/def2-TZVPD.

Structure (XYZ):
```
95
Properties=species:S:1:pos:R:3:mulliken_charge:R:1
C 6.72277 -2.19286 0.17417 -0.180
C 6.06614 -1.50410 -0.60128 -0.354
C 5.55234 -0.68916 -1.86225 -0.547
C 4.18185 0.01231 -1.47390 -0.443
C 2.98999 -1.06264 -1.61434 -0.845
C 1.65010 -0.63192 -0.87793 0.575
C 0.46188 -1.36195 -0.92908 0.007
C 0.12119 -2.80661 -1.47281 -1.176
C -0.62912 -0.31499 -0.44687 0.781
O -1.60793 -0.08974 -1.15233 -0.510
O -0.06487 0.59471 0.45532 -0.173
C 1.32443 0.49187 0.14823 0.066
O 2.06393 0.86469 1.03843 -0.554
H 7.44268 -2.84376 0.74277 0.369
H 5.45579 -1.42616 -2.72348 0.282
H 6.33848 0.07007 -2.13888 0.343
H 4.14192 0.38589 -0.40181 0.360
H 4.04008 0.90190 -2.16854 0.267
H 2.71543 -0.95607 -2.70406 0.310
H 3.29082 -2.13735 -1.47353 0.440
H -0.50588 -2.84574 -2.40086 0.244
H -0.36688 -3.31338 -0.60336 0.346
H 1.10897 -3.35260 -1.57308 0.351
C 2.54769 2.64098 -5.09770 -0.502
C 1.71327 2.50609 -3.99360 -0.406
C 1.08351 3.61826 -3.45853 -0.156
C 1.27279 4.86993 -4.03263 -0.199
C 2.10308 5.00696 -5.13919 -0.473
C 2.74475 3.89295 -5.66951 -0.343
H 3.04435 1.77066 -5.51286 0.373
H 1.55513 1.53012 -3.54560 0.490
H 0.43910 3.50751 -2.59407 0.167
H 0.77318 5.73808 -3.61751 0.315
H 2.25076 5.98289 -5.58853 0.360
H 3.39672 4.00015 -6.52906 0.364
C -3.23428 3.62143 -2.02682 -0.079
C -2.28435 4.62676 -2.08086 -0.405
C -2.51368 5.76860 -2.83853 -0.463
C -3.70927 5.90657 -3.53592 -0.490
C -4.66707 4.89802 -3.47914 -0.391
C -4.42756 3.75200 -2.72755 -0.512
H -3.04432 2.73183 -1.43558 0.400
H -1.35717 4.51485 -1.52917 0.467
H -1.76323 6.54999 -2.88623 0.367
H -3.89417 6.79854 -4.12419 0.357
H -5.59991 5.00539 -4.02194 0.364
H -5.17062 2.96341 -2.68678 0.398
C 3.93927 -4.24726 3.02721 -0.641
C 4.55885 -4.44308 1.79784 -0.015
C 5.14368 -5.66904 1.50076 -0.461
C 5.10046 -6.70299 2.42987 -0.338
C 4.47770 -6.50821 3.65757 -0.434
C 3.90080 -5.27934 3.95831 -0.356
H 3.48615 -3.28980 3.26002 0.473
H 4.58677 -3.63905 1.07084 0.284
H 5.63266 -5.81932 0.54438 0.380
H 5.55234 -7.66075 2.19645 0.362
H 4.44266 -7.31515 4.38140 0.351
H 3.42003 -5.12610 4.91793 0.372
C -4.39714 -1.71767 -1.91164 -0.184
C -4.32795 -2.20991 -3.21016 -0.613
C -5.21204 -3.19851 -3.62799 -0.334
C -6.17242 -3.68834 -2.74942 -0.427
C -6.24413 -3.19359 -1.45205 -0.398
C -5.35410 -2.21145 -1.03142 -0.364
H -3.70594 -0.94991 -1.58553 0.428
H -3.58318 -1.82278 -3.89737 0.405
H -5.15356 -3.58685 -4.63876 0.362
H -6.86508 -4.45585 -3.07661 0.358
H -6.99428 -3.57462 -0.76754 0.368
H -5.40665 -1.82952 -0.01769 0.423
C -2.38984 1.12168 2.54600 -0.322
C -3.16379 0.94575 1.40484 0.513
C -4.49560 1.35404 1.39599 -0.341
C -5.04657 1.94676 2.52759 -0.461
C -4.26963 2.12546 3.66741 -0.564
C -2.94289 1.70901 3.67798 -0.386
H -1.35448 0.80111 2.55318 0.549
H -2.72362 0.48519 0.51998 -0.498
H -5.10254 1.21097 0.50834 0.453
H -6.08191 2.26929 2.52072 0.377
H -4.69928 2.58912 4.54880 0.366
H -2.33917 1.84394 4.56821 0.444
C 1.80463 0.07712 7.41139 -0.366
C 0.46341 -0.09797 7.73333 -0.419
C -0.50601 -0.02541 6.73942 -0.462
C -0.13289 0.21278 5.42121 -0.278
C 1.20886 0.38429 5.09837 -0.296
C 2.17734 0.32076 6.09387 -0.606
H 2.56019 0.02380 8.18745 0.366
H 0.17324 -0.29045 8.76049 0.355
H -1.55272 -0.15541 6.99166 0.385
H -0.88715 0.26435 4.64610 0.295
H 1.49980 0.56861 4.06927 0.550
H 3.22293 0.45992 5.84299 0.389
```

Its total energy is -2006.00329 hartree. The HOMO energy is -9.17 eV. As for the SMILES: C#CCCCC1=C(C)C(=O)OC1=O.c1ccccc1.c1ccccc1.c1ccccc1.c1ccccc1.c1ccccc1.c1ccccc1. For the LUMO energy, the calculation gives -0.030 hartree.



5.
C17H12Cl4IrO9 as an isolated structure. Source: the OMol25 dataset; level of theory: ωB97M-V/def2-TZVPD.

Structure (XYZ):
```
43
Properties=species:S:1:pos:R:3:mulliken_charge:R:1
Ir -0.85149 0.18152 0.38981 2.774
O -3.74792 2.80630 -0.84332 -0.750
C -2.74276 2.12285 -0.79881 0.239
O -2.62975 1.03790 -0.09583 -0.744
C -1.54840 2.47335 -1.70771 -0.125
C -1.04968 1.21157 -2.42110 -0.222
C -0.12690 1.53198 -3.58833 -1.031
C 1.14475 2.04087 -2.86303 -1.025
C 0.75834 1.87383 -1.39675 -0.013
O -0.08307 0.68302 -1.46122 -0.502
C -0.24883 2.94439 -0.96118 0.019
C -0.40203 3.03428 0.56839 0.014
O -0.58335 4.11497 1.08863 -0.715
O -0.25239 1.91899 1.22979 -0.675
H -1.89606 3.22105 -2.41703 0.513
H -1.80948 0.45689 -2.59893 0.679
H -0.57112 2.26845 -4.25656 0.432
H 0.08296 0.62473 -4.15341 0.316
H 1.37872 3.08113 -3.08711 0.386
H 2.01181 1.42987 -3.10868 0.340
H 1.56683 1.68601 -0.69598 0.502
H 0.06329 3.93139 -1.29680 0.572
Cl 2.39941 -3.33207 5.85707 -0.262
C 1.89162 -2.55616 4.37665 0.197
C 2.74158 -2.59832 3.25505 -0.643
C 2.38155 -1.98973 2.09073 -0.499
C 1.14807 -1.28574 1.96715 0.113
O 0.91651 -0.68077 0.86186 -0.650
C 0.27739 -1.30068 3.09786 1.297
C -1.04243 -0.76258 3.09630 -0.201
O -1.68270 -0.27491 2.15224 -0.538
C 0.68794 -1.93037 4.29729 -1.178
H 3.68036 -3.13243 3.32669 0.388
H 3.01414 -2.03262 1.21470 0.411
H -1.58848 -0.81474 4.04429 0.249
H 0.02211 -1.91804 5.15142 0.366
Cl -1.42872 -2.27488 -3.19783 -0.156
C -0.31446 -2.97718 -2.00660 0.525
Cl 1.29319 -2.24308 -2.21630 -0.151
Cl -0.19335 -4.71937 -2.31119 -0.151
C -0.76811 -2.69369 -0.51602 0.305
O -0.41863 -3.50779 0.30790 -0.637
O -1.48048 -1.65018 -0.37412 -0.768
```

Its total energy is -3277.46163 hartree. The HOMO energy is -5.48 eV. For the LUMO energy, the calculation gives 0.082 hartree. As for the charge: -1.



6.
A 2-piece molecular cluster, H6O2Si2 overall at a distorted geometry. Source: the OMol25 dataset; level of theory: ωB97M-V/def2-TZVPD.

Structure (XYZ):
```
10
Properties=species:S:1:pos:R:3:mulliken_charge:R:1
O 0.00863 -0.79168 0.22690 -0.537
O -0.06074 1.03328 -1.79791 -0.423
Si -0.14135 0.17327 1.90951 0.554
Si -0.73450 -0.44132 -2.36401 0.192
H 0.67260 -0.43909 -0.33807 0.247
H 0.82353 0.83395 -1.31469 0.289
H -1.61638 0.04829 1.77340 -0.080
H 0.43015 -0.73438 2.86430 -0.064
H 0.17588 1.57908 1.69308 -0.077
H 0.44218 -1.26140 -2.65252 -0.102
```

Its total energy is -732.99187 hartree. The HOMO energy is -8.19 eV. For the LUMO energy, the calculation gives 0.000 hartree.



What did the fifth record say?
C17H12Cl4IrO9 as an isolated structure. Source: the OMol25 dataset; level of theory: ωB97M-V/def2-TZVPD.

Structure (XYZ):
```
43
Properties=species:S:1:pos:R:3:mulliken_charge:R:1
Ir -0.85149 0.18152 0.38981 2.774
O -3.74792 2.80630 -0.84332 -0.750
C -2.74276 2.12285 -0.79881 0.239
O -2.62975 1.03790 -0.09583 -0.744
C -1.54840 2.47335 -1.70771 -0.125
C -1.04968 1.21157 -2.42110 -0.222
C -0.12690 1.53198 -3.58833 -1.031
C 1.14475 2.04087 -2.86303 -1.025
C 0.75834 1.87383 -1.39675 -0.013
O -0.08307 0.68302 -1.46122 -0.502
C -0.24883 2.94439 -0.96118 0.019
C -0.40203 3.03428 0.56839 0.014
O -0.58335 4.11497 1.08863 -0.715
O -0.25239 1.91899 1.22979 -0.675
H -1.89606 3.22105 -2.41703 0.513
H -1.80948 0.45689 -2.59893 0.679
H -0.57112 2.26845 -4.25656 0.432
H 0.08296 0.62473 -4.15341 0.316
H 1.37872 3.08113 -3.08711 0.386
H 2.01181 1.42987 -3.10868 0.340
H 1.56683 1.68601 -0.69598 0.502
H 0.06329 3.93139 -1.29680 0.572
Cl 2.39941 -3.33207 5.85707 -0.262
C 1.89162 -2.55616 4.37665 0.197
C 2.74158 -2.59832 3.25505 -0.643
C 2.38155 -1.98973 2.09073 -0.499
C 1.14807 -1.28574 1.96715 0.113
O 0.91651 -0.68077 0.86186 -0.650
C 0.27739 -1.30068 3.09786 1.297
C -1.04243 -0.76258 3.09630 -0.201
O -1.68270 -0.27491 2.15224 -0.538
C 0.68794 -1.93037 4.29729 -1.178
H 3.68036 -3.13243 3.32669 0.388
H 3.01414 -2.03262 1.21470 0.411
H -1.58848 -0.81474 4.04429 0.249
H 0.02211 -1.91804 5.15142 0.366
Cl -1.42872 -2.27488 -3.19783 -0.156
C -0.31446 -2.97718 -2.00660 0.525
Cl 1.29319 -2.24308 -2.21630 -0.151
Cl -0.19335 -4.71937 -2.31119 -0.151
C -0.76811 -2.69369 -0.51602 0.305
O -0.41863 -3.50779 0.30790 -0.637
O -1.48048 -1.65018 -0.37412 -0.768
```

Its total energy is -3277.46163 hartree. The HOMO energy is -5.48 eV. For the LUMO energy, the calculation gives 0.082 hartree. As for the charge: -1.